# 1
Density functional theory data (ωB97M-V with the def2-TZVPD basis set) for 2 unconnected molecules or ions with the total composition C4H11IO2Si in a non-equilibrium geometry.

Positions of all 19 atoms, in Å:
1 C 1.77344 0.72591 1.82338
2 C -2.74022 -0.71402 1.30714
3 C -0.23301 1.09162 -2.03647
4 C 1.41958 -0.61069 1.11458
5 O -1.34944 -0.81454 1.21532
6 O -0.53680 0.80768 -0.63568
7 Si -0.21584 -0.43268 0.23824
8 I 0.59935 -2.93027 -2.25948
9 H 1.82340 1.55692 1.14079
10 H 0.98550 0.89709 2.62998
11 H 2.68486 0.59576 2.37543
12 H -3.15254 -1.12395 0.32986
13 H -3.00621 0.30079 1.64726
14 H -3.15046 -1.29649 2.21170
15 H 0.77933 1.42253 -2.09539
16 H -0.79030 1.92730 -2.36488
17 H -0.47791 0.24650 -2.60569
18 H 1.24136 -1.41198 1.75212
19 H 2.26367 -0.81021 0.54892

Atoms 1-3, force components in eV/Å:
C -2.175 -0.899 1.756
C -1.651 -0.895 0.760
C 0.198 0.548 1.574

Values from the calculation:
Highest occupied orbital energy, eV: -7.829
Energy above the lowest of the compared OMol25 structures with the same formula, charge and spin, kJ/mol: 116.7
LUMO energy, eV: -0.41
HOMO-LUMO gap, eV: 7.419

# 2
Density functional theory data (ωB97M-V with the def2-TZVPD basis set) for a single C4H11N2 molecule in a non-equilibrium geometry.

Positions of all 17 atoms, in Å:
1 C 1.62934 0.56822 0.08894
2 C 0.93686 -0.75404 0.37159
3 C -0.45172 -0.64059 0.88564
4 C -2.56638 -0.55217 -0.51704
5 N -1.32611 -0.10132 -0.22968
6 N 1.09010 1.42450 -1.00144
7 H 1.20448 1.15520 0.95068
8 H 2.70630 0.62514 0.24553
9 H 1.59557 -1.13288 1.16888
10 H 1.01015 -1.51675 -0.40660
11 H -0.55953 0.09127 1.69556
12 H -0.86755 -1.62866 1.07870
13 H -3.00546 -1.31922 0.10787
14 H -3.02041 -0.09777 -1.38916
15 H 0.87416 2.30969 -0.59792
16 H -0.67080 0.60340 -0.62186
17 H 1.42100 0.96597 -1.82967

Atoms 1-3, force components in eV/Å:
C -2.303 2.487 1.798
C 2.159 -0.761 0.308
C -2.535 0.369 -1.715

Values from the calculation:
Highest occupied orbital energy (alpha / beta), eV: -5.214 / -9.392
⟨S²⟩: 0.7534
Energy above the lowest of the compared OMol25 structures with the same formula, charge and spin, kJ/mol: 149.8
LUMO energy (alpha / beta), eV: 0.97 / 0.95
Spin multiplicity: 2
HOMO-LUMO gap (alpha / beta), eV: 6.183 / 10.347

# 3
Density functional theory data (ωB97M-V with the def2-TZVPD basis set) for 2 unconnected molecules or ions with the total composition C4H11N2 in a non-equilibrium geometry.

Positions of all 17 atoms, in Å:
1 C 0.52675 0.64826 -2.69189
2 C 0.62186 0.89766 -1.16484
3 C -1.12140 0.15642 0.49941
4 N -0.20860 -0.06320 -0.44556
5 H 0.72052 -0.43720 -2.83298
6 H -0.44591 0.97697 -3.11335
7 H 1.33325 1.19641 -3.20365
8 H 1.65361 0.83952 -0.80370
9 H 0.28782 1.90709 -0.92177
10 H -1.95560 -0.54035 0.50519
11 H -1.12813 1.13942 0.92753
12 H -0.15483 -1.00146 -0.84369
13 C 0.12324 -1.49660 2.79040
14 N -0.50822 -0.44534 2.34302
15 H 0.44749 -2.31207 2.07874
16 H 0.29061 -1.74038 3.85245
17 H -0.48247 0.27486 3.02469

Atoms 1-3, force components in eV/Å:
C 0.401 -0.094 0.617
C -0.063 0.290 0.065
C 1.681 -1.667 2.460

Values from the calculation:
Highest occupied orbital energy (alpha / beta), eV: -4.112 / -8.492
⟨S²⟩: 0.7542
Energy above the lowest of the compared OMol25 structures with the same formula, charge and spin, kJ/mol: 240.5
LUMO energy (alpha / beta), eV: 0.77 / 0.75
Spin multiplicity: 2
HOMO-LUMO gap (alpha / beta), eV: 4.882 / 9.246

# 4
Density functional theory data (ωB97M-V with the def2-TZVPD basis set) for a gas-phase ion, C4H11N2 (charge +1) in a non-equilibrium geometry.

Positions of all 17 atoms, in Å:
1 C 1.49527 -0.70063 0.35061
2 C 0.01762 -0.69871 0.90594
3 C -0.92277 0.18298 0.15381
4 C -2.04598 0.69047 0.72010
5 N -0.88201 0.07649 -1.27528
6 N 1.84795 0.62350 -0.38053
7 H 1.43995 -1.37844 -0.49406
8 H 2.18821 -0.93979 1.08473
9 H -0.34658 -1.75635 0.86198
10 H -0.03313 -0.37127 1.99005
11 H -2.17645 0.77213 1.76343
12 H -2.80965 1.20134 0.10218
13 H 0.14204 0.36498 -1.33150
14 H -1.00352 -0.84671 -1.67081
15 H -1.50296 0.78149 -1.73235
16 H 2.59531 0.45365 -1.06603
17 H 1.99671 1.54487 0.01771

Atoms 1-3, force components in eV/Å:
C -2.129 2.868 -1.924
C 1.198 0.104 1.089
C -3.738 -0.844 2.815

Values from the calculation:
Highest occupied orbital energy, eV: -14.023
Energy above the lowest of the compared OMol25 structures with the same formula, charge and spin, kJ/mol: 202.9
SMILES: C=C([NH3+])CCN
LUMO energy, eV: -3.44
HOMO-LUMO gap, eV: 10.582
Net charge: +1

# 5
Density functional theory data (ωB97M-V with the def2-TZVPD basis set) for 2 unconnected molecules or ions with the total composition C4H11N2 in a non-equilibrium geometry.

Positions of all 17 atoms, in Å:
1 C -1.78799 0.65331 -2.22262
2 C -1.68921 0.56097 -0.77272
3 C -0.91064 0.84417 0.31969
4 C 2.16643 -1.08724 1.72046
5 N -2.55972 -0.28906 -1.34412
6 N 1.88053 -0.15714 0.64164
7 H -2.26971 1.38181 -2.79236
8 H -0.89751 0.11734 -2.64139
9 H -0.52146 1.81687 0.17396
10 H 0.15478 0.32758 0.24302
11 H -1.42714 0.68636 1.32829
12 H 1.34060 -0.87196 2.48384
13 H 2.09675 -2.17597 1.42901
14 H 3.15790 -1.11462 2.26812
15 H -3.34747 -0.96886 -1.37079
16 H 2.30598 -0.51287 -0.30075
17 H 2.30788 0.78931 0.83672

Atoms 1-3, force components in eV/Å:
C 2.060 -2.898 0.268
C -3.451 -3.406 -2.677
C 0.180 -0.268 2.863

Values from the calculation:
Highest occupied orbital energy, eV: -13.378
Energy above the lowest of the compared OMol25 structures with the same formula, charge and spin, kJ/mol: 438.4
LUMO energy, eV: -4.45
HOMO-LUMO gap, eV: 8.927
Net charge: +1

# 6
Density functional theory data (ωB97M-V with the def2-TZVPD basis set) for a gas-phase ion, C4H11N2 (charge +1) in a non-equilibrium geometry.

Positions of all 17 atoms, in Å:
1 C -0.74271 -0.78580 -0.74206
2 C -0.01419 -0.42498 0.48457
3 C -2.25904 0.71492 0.53697
4 C 2.12289 0.04377 -0.76693
5 N -1.01866 0.47766 -0.17618
6 N 1.41691 -0.03945 0.54418
7 H -0.34573 -0.70009 -1.83984
8 H -1.43275 -1.54394 -0.53317
9 H -0.48261 -0.80423 1.34221
10 H -1.96820 1.28454 1.38683
11 H -2.79617 1.35373 -0.18487
12 H -2.80849 -0.14878 0.85315
13 H 1.90086 -0.71410 -1.58133
14 H 1.87093 1.02918 -1.10900
15 H 3.17241 0.09610 -0.52534
16 H 1.52671 0.86962 1.06554
17 H 1.85786 -0.70815 1.24527

Atoms 1-3, force components in eV/Å:
C 1.186 0.437 -2.999
C -1.586 1.708 -1.732
C 0.435 1.158 -1.187

Values from the calculation:
Highest occupied orbital energy, eV: -13.969
Energy above the lowest of the compared OMol25 structures with the same formula, charge and spin, kJ/mol: 314.3
SMILES: C[NH2+][C@@H]1CN1C
LUMO energy, eV: -3.56
HOMO-LUMO gap, eV: 10.405
Net charge: +1

# 7
Density functional theory data (ωB97M-V with the def2-TZVPD basis set) for 2 unconnected molecules or ions with the total composition C4H11N2 in a non-equilibrium geometry.

Positions of all 17 atoms, in Å:
1 C 2.03929 0.16881 0.10869
2 C 0.63876 -0.16838 -0.20019
3 C -0.90341 2.15228 0.77323
4 C -1.45203 -1.40348 -0.43044
5 N 1.54006 -0.14729 -1.30760
6 N -0.14058 -1.34144 0.12933
7 H 1.97024 1.31279 0.31233
8 H 2.82204 -0.28474 0.55245
9 H -0.54016 2.77542 0.00832
10 H -0.40602 2.52917 1.67282
11 H -1.87965 1.56711 0.84452
12 H -2.02885 -0.43529 -0.15838
13 H -1.48840 -1.51066 -1.58700
14 H -1.87728 -2.32215 0.00405
15 H 1.71153 0.54307 -1.93382
16 H 0.27338 -2.19264 -0.00084
17 H -0.27894 -1.24257 1.21253

Atoms 1-3, force components in eV/Å:
C -3.858 4.527 -1.859
C 1.738 1.256 -1.486
C -0.514 -1.232 1.500

Values from the calculation:
Highest occupied orbital energy (alpha / beta), eV: -12.938 / -13.547
Energy above the lowest of the compared OMol25 structures with the same formula, charge and spin, kJ/mol: 748.4
LUMO energy (alpha / beta), eV: -4.91 / -3.84
HOMO-LUMO gap (alpha / beta), eV: 8.025 / 9.709
Net charge: +1

# 8
Density functional theory data (ωB97M-V with the def2-TZVPD basis set) for a gas-phase ion, C4H11N2 (charge +1) in a non-equilibrium geometry.

Positions of all 17 atoms, in Å:
1 C -1.11492 -2.11431 0.16287
2 C -0.70363 -0.89450 -0.71317
3 C 0.22087 0.08384 -0.16353
4 C 0.98212 0.96380 -0.88133
5 N 1.47589 2.18717 -0.25988
6 N 0.17612 0.45091 1.31233
7 H -1.77111 -1.62488 0.85075
8 H -0.25948 -2.68060 0.65891
9 H -1.65900 -2.85917 -0.37523
10 H -0.56513 -1.18025 -1.69524
11 H -1.64418 -0.32349 -0.83903
12 H 0.90794 0.95891 -1.99173
13 H 0.91198 3.01399 -0.33499
14 H 2.43702 2.45901 -0.54502
15 H -0.65177 1.02113 1.58619
16 H 0.21626 -0.45833 1.86945
17 H 1.04103 0.99678 1.35864

Atoms 1-3, force components in eV/Å:
C 1.946 0.556 0.426
C -2.420 -0.646 1.625
C 1.907 2.697 -0.790

Values from the calculation:
Highest occupied orbital energy, eV: -14.147
Energy above the lowest of the compared OMol25 structures with the same formula, charge and spin, kJ/mol: 203.8
SMILES: CC/C([NH3+])=C/N
LUMO energy, eV: -3.53
HOMO-LUMO gap, eV: 10.616
Net charge: +1

| no. | molar mass (g mol⁻¹) |
| --- | --- |
| 1 | 246.12 |
| 2 | 87.15 |
| 3 | 87.15 |
| 4 | 87.15 |
| 5 | 87.15 |
| 6 | 87.15 |
| 7 | 87.15 |
| 8 | 87.15 |